# 1
Here is C4H4NO as an isolated structure from the OMol25 dataset. Energies are from ωB97M-V with the def2-TZVPD basis set.

```
10
Properties=species:S:1:pos:R:3:forces:R:3:mulliken_charge:R:1
C 1.206 -0.941 0.184 1.336 1.307 0.006 0.189
C 0.807 0.910 -0.212 -1.659 -0.938 0.050 -0.082
C 0.053 -0.211 0.115 -0.568 -0.805 0.088 0.635
C -1.416 -0.453 0.093 -1.336 4.258 -1.349 -1.064
N 2.398 -0.445 0.312 -0.576 -3.829 1.185 -0.139
O 2.136 0.755 -0.069 0.397 3.479 -1.590 -0.007
H 0.256 1.653 -0.763 0.873 0.974 -0.076 0.420
H -1.882 0.323 0.800 0.697 -1.341 -0.645 0.349
H -1.561 -1.409 0.450 -0.854 -2.049 0.501 0.360
H -1.997 -0.181 -0.909 1.689 -1.057 1.828 0.339
```
Forces are in eV/Å.

Values from the calculation:
Net charge   +1
Kohn-Sham gap (alpha / beta)   7.666 / 7.667 eV
Lowest unoccupied orbital energy (alpha / beta)   -8.832 / -8.830 eV
DFT total energy   -284.27501 Ha


# 2
Here is a 3-piece molecular cluster, C3H3NO4P overall from the OMol25 dataset. Energies are from ωB97M-V with the def2-TZVPD basis set.

```
12
Properties=species:S:1:pos:R:3:forces:R:3:mulliken_charge:R:1
C -0.232 1.721 0.454 0.314 1.110 0.023 -0.207
C 2.292 1.107 -0.183 0.528 -0.302 -0.676 0.777
C -2.092 0.009 0.135 2.672 -2.196 -3.759 -0.547
N -1.154 1.059 0.249 -1.236 -0.415 0.377 0.009
O 2.346 0.769 0.924 0.275 0.612 -0.025 -0.376
O 0.077 -2.055 0.494 -0.192 0.332 -0.311 -0.638
O 2.298 1.405 -1.314 0.015 0.240 0.914 -0.458
O 2.367 -1.656 -0.574 -1.687 0.486 -0.343 -0.550
P 0.878 -1.302 -0.551 1.921 -1.803 0.308 0.230
H -1.365 -0.993 0.223 -1.705 1.864 -0.972 0.256
H -2.754 0.116 -0.799 1.289 -0.296 1.330 0.198
H -2.661 -0.179 0.940 -2.194 0.369 3.134 0.307
```
Forces are in eV/Å.

Values from the calculation:
Net charge   -1
Kohn-Sham gap   8.155 eV
Lowest unoccupied orbital energy   3.791 eV
DFT total energy   -813.26929 Ha


# 3
Here is C16H18BrNO2Se2SiTe2V as an isolated structure from the OMol25 dataset. Energies are from ωB97M-V with the def2-TZVPD basis set.

```
44
Properties=species:S:1:pos:R:3:forces:R:3:mulliken_charge:R:1
V 0.292 -2.157 0.815 -0.092 0.199 -0.451 -0.052
Se 1.964 -3.928 0.373 0.145 -0.079 -0.115 -0.365
Te 3.284 -4.097 2.492 -0.126 0.002 0.142 -0.246
Te 1.130 -4.385 4.120 0.021 -0.136 -0.112 -0.050
Se -0.401 -2.635 3.138 0.025 0.169 0.139 -0.347
Br 0.462 2.280 -2.938 0.002 -0.006 0.013 -0.172
C -1.035 1.252 -2.365 -0.042 0.037 -0.029 -0.622
C -2.255 1.578 -2.774 0.061 0.018 -0.002 -0.363
C -3.404 0.745 -2.413 -0.031 -0.043 0.031 -0.661
C -3.268 -0.355 -1.679 -0.009 0.000 -0.028 -1.335
C -1.955 -0.785 -1.111 -0.041 -0.077 -0.015 2.588
C -0.718 0.099 -1.487 0.054 0.024 -0.005 -0.978
C -1.694 -2.273 -1.402 -0.219 0.048 -0.071 0.289
O -2.415 -2.877 -2.170 0.079 -0.021 0.027 -0.715
O -0.666 -2.781 -0.791 0.375 0.176 0.499 -0.478
H -2.406 2.436 -3.416 0.001 0.003 0.000 0.427
H -4.374 1.027 -2.802 -0.003 -0.001 0.000 0.389
H -4.116 -0.996 -1.479 -0.006 0.000 -0.002 0.456
H 0.106 -0.478 -1.912 -0.010 -0.001 0.016 0.642
C 2.700 2.100 0.328 0.022 -0.032 0.013 -1.188
Si 2.426 0.242 0.525 0.051 0.102 0.026 -0.072
C 3.148 -0.182 2.195 -0.014 0.011 -0.073 -0.656
C 3.390 -0.528 -0.891 -0.042 0.015 0.062 -0.908
N 0.763 -0.294 0.538 -0.041 -0.614 -0.046 0.457
C -0.425 0.371 0.054 -0.127 0.099 0.003 3.607
C -0.513 1.821 0.444 0.014 0.015 -0.021 -1.255
C -1.573 2.371 1.027 0.047 0.032 -0.003 -0.773
C -2.765 1.595 1.374 -0.012 -0.055 -0.002 -0.727
C -2.842 0.302 1.087 -0.013 0.013 0.005 -1.441
C -1.736 -0.436 0.395 -0.130 0.110 0.109 -0.049
H 3.783 2.256 0.346 0.015 -0.030 0.000 0.388
H 2.276 2.681 1.149 -0.026 0.002 -0.002 0.299
H 2.333 2.494 -0.620 -0.018 0.019 0.003 0.267
H 4.212 0.064 2.249 0.012 0.002 -0.021 0.304
H 3.038 -1.237 2.443 -0.005 0.002 0.016 -0.005
H 2.622 0.394 2.961 -0.006 0.004 0.007 0.271
H 4.411 -0.137 -0.911 0.014 -0.003 0.002 0.383
H 2.917 -0.277 -1.845 0.000 0.010 -0.006 0.295
H 3.432 -1.615 -0.810 -0.010 0.000 0.002 0.227
H 0.339 2.437 0.204 0.010 0.003 -0.007 0.293
H -1.559 3.427 1.272 -0.002 0.002 -0.003 0.439
H -3.580 2.091 1.886 -0.002 0.004 0.000 0.391
H -3.714 -0.278 1.368 -0.004 0.004 0.001 0.525
H -1.614 -1.333 1.034 0.086 -0.027 -0.101 -0.483
```
Forces are in eV/Å.

Values from the calculation:
Net charge   -1
<S²>   2.026
Kohn-Sham gap (alpha / beta)   6.438 / 6.369 eV
Spin multiplicity   3
Lowest unoccupied orbital energy (alpha / beta)   2.171 / 2.066 eV
DFT total energy   -9972.34265 Ha


# 4
Here is one molecule with the formula C23H33N2O5P from the OMol25 dataset. Energies are from ωB97M-V with the def2-TZVPD basis set.

```
64
Properties=species:S:1:pos:R:3:forces:R:3:mulliken_charge:R:1
C 1.741 6.048 2.431 0.022 -0.058 0.247 -1.136
C 1.429 5.218 3.671 -0.159 -0.095 -0.186 -0.466
C 0.786 3.871 3.343 0.269 -0.148 0.022 -0.790
C 1.724 2.942 2.582 0.162 0.715 0.083 -0.467
O 1.145 1.645 2.495 -0.359 -0.798 -0.607 -0.399
P 0.856 0.972 1.064 -0.401 -0.524 1.191 1.543
O 0.826 1.924 -0.051 0.176 0.045 -0.386 -0.834
O -0.488 0.153 1.322 0.904 0.037 0.040 -0.285
C -1.729 0.612 0.784 -0.662 0.070 -0.376 -1.035
C -2.248 -0.397 -0.231 -0.054 0.307 0.231 0.421
C -3.628 -0.035 -0.771 0.243 -0.171 0.008 -0.828
C -4.097 -1.070 -1.787 -0.039 0.228 0.145 -1.081
C 2.125 -0.387 0.883 -0.689 0.737 0.366 0.028
N 2.087 -0.871 -0.469 0.447 0.241 -0.396 -0.264
C 1.064 -1.677 -0.925 -0.279 -0.481 -0.337 1.097
C 0.430 -2.630 -0.121 0.127 0.132 0.022 0.011
C -0.558 -3.433 -0.644 -0.127 -0.046 -0.301 -1.137
C -0.943 -3.323 -1.980 0.219 0.174 0.130 0.422
C -2.042 -4.173 -2.472 -0.205 -0.246 0.068 0.360
O -2.672 -4.941 -1.781 0.032 0.078 -0.093 -0.664
O -2.274 -4.003 -3.786 0.255 0.254 0.060 -0.335
C -3.329 -4.772 -4.356 -0.488 -0.347 -0.059 -0.281
C -4.686 -4.118 -4.134 0.416 -0.049 0.059 -1.065
C -0.288 -2.402 -2.796 -0.129 -0.159 0.135 -0.822
C 0.699 -1.597 -2.276 0.098 0.104 0.122 -0.671
C 3.418 0.272 1.247 0.509 -0.002 0.144 -0.034
C 3.993 1.246 0.436 0.039 -0.167 0.102 -0.366
C 5.135 1.892 0.880 -0.148 0.028 -0.261 -0.542
N 5.713 1.640 2.042 0.436 0.275 0.141 -0.627
C 5.169 0.715 2.813 -0.177 -0.234 0.169 -0.455
C 4.030 0.006 2.468 -0.015 0.095 -0.190 -0.331
H 2.506 5.570 1.825 0.091 0.011 -0.148 0.282
H 2.103 7.032 2.720 0.057 0.103 -0.071 0.369
H 0.848 6.175 1.823 -0.085 0.038 -0.126 0.300
H 2.347 5.050 4.237 0.003 0.027 0.116 0.294
H 0.742 5.778 4.309 0.070 -0.014 0.077 0.332
H -0.116 4.022 2.746 -0.080 -0.011 0.004 0.264
H 0.495 3.371 4.269 -0.058 -0.033 -0.009 0.324
H 1.907 3.320 1.572 0.069 -0.008 0.119 0.540
H 2.680 2.843 3.109 -0.043 -0.008 -0.056 0.293
H -1.584 1.589 0.313 -0.074 -0.070 0.072 0.483
H -2.425 0.717 1.623 0.078 0.018 -0.054 0.316
H -1.537 -0.455 -1.056 0.047 -0.071 -0.023 -0.082
H -2.285 -1.380 0.242 0.022 -0.037 -0.009 0.287
H -4.341 0.017 0.054 -0.052 0.085 0.030 0.403
H -3.589 0.950 -1.241 -0.058 0.085 0.026 0.344
H -4.138 -2.056 -1.330 -0.028 -0.167 0.014 0.239
H -3.407 -1.116 -2.626 0.067 -0.051 -0.144 0.247
H -5.086 -0.820 -2.163 -0.097 -0.056 -0.099 0.468
H 1.901 -1.190 1.583 0.008 0.104 0.014 0.440
H 2.331 -0.147 -1.134 -0.050 -0.133 0.057 0.229
H 0.702 -2.739 0.916 0.007 -0.002 0.112 0.273
H -1.059 -4.161 -0.024 -0.043 -0.049 0.065 0.460
H -3.318 -5.774 -3.912 0.038 0.142 -0.154 0.325
H -3.092 -4.834 -5.420 0.004 -0.016 0.145 0.321
H -5.455 -4.693 -4.641 -0.114 -0.045 -0.060 0.414
H -4.683 -3.103 -4.523 -0.047 0.086 -0.064 0.266
H -4.911 -4.087 -3.071 -0.064 -0.002 0.064 0.273
H -0.570 -2.315 -3.833 -0.002 0.025 -0.080 0.434
H 1.193 -0.873 -2.909 0.044 0.079 -0.068 0.362
H 3.554 1.515 -0.513 -0.047 0.098 -0.102 0.360
H 5.609 2.658 0.280 -0.032 0.048 -0.130 0.394
H 5.671 0.538 3.755 -0.023 -0.095 0.099 0.382
H 3.619 -0.733 3.138 -0.034 -0.075 0.088 0.400
```
Forces are in eV/Å.

Values from the calculation:
Kohn-Sham gap   9.003 eV
Lowest unoccupied orbital energy   0.732 eV
SMILES   CCCCOP(=O)(OCCCC)[C@@H](Nc1ccc(C(=O)OCC)cc1)c1ccncc1
DFT total energy   -1723.41197 Ha


# 5
Here is one molecule with the formula C4H2N2O from the OMol25 dataset. Energies are from ωB97M-V with the def2-TZVPD basis set.

```
9
Properties=species:S:1:pos:R:3:forces:R:3:mulliken_charge:R:1
N -2.450 -1.424 -0.746 0.464 0.645 -0.231 -0.530
C -1.674 -0.492 -0.873 -0.387 -0.483 0.204 0.791
C -0.910 0.544 -1.095 -0.155 -0.326 0.320 -1.104
C -0.046 0.987 -0.207 0.151 0.013 0.194 0.655
N 0.480 0.657 1.073 0.148 0.168 -0.045 -0.254
C 0.898 1.831 0.512 0.426 0.631 0.081 0.411
O 1.556 2.806 0.715 -0.366 -0.533 -0.160 -0.505
H -2.372 -1.926 0.135 -0.170 -0.165 -0.143 0.277
H 0.293 0.221 1.973 -0.112 0.049 -0.220 0.260
```
Forces are in eV/Å.

Values from the calculation:
Kohn-Sham gap   9.367 eV
Lowest unoccupied orbital energy   -0.195 eV
SMILES   N=C=C=C1NC1=O
DFT total energy   -338.21456 Ha


Record-wise energy above the lowest of the compared OMol25 structures with the same formula, charge and spin values, in eV: 4.927, 2.602, 2.783, 0.000, 3.452